1.
Formula: C64H88N3
Source: the OMol25 dataset
Level of theory: wB97M-V/def2-TZVPD

Computed properties:
Highest occupied orbital energy in eV: -8.58
Calculated total energy in hartree: -2655.45938
Frontier orbital gap in eV: 3.67
Multiplicity: 1
Charge: +1

The geometry in XYZ format:
```
155
Properties=species:S:1:pos:R:3:mulliken_charge:R:1
C -6.6870 -1.5763 0.4655 -1.430
C -6.2031 -0.7805 1.6815 0.596
C -7.0117 0.5079 1.8429 -1.685
C -4.7022 -0.5498 1.6220 0.181
C -4.1485 0.7089 1.3618 -0.452
C -2.7713 0.8974 1.3574 0.140
C -2.1462 2.2128 0.9104 2.368
C -3.0685 3.4144 1.0876 -2.149
C -1.5523 2.1133 -0.4944 -1.637
C -1.9292 -0.1807 1.7583 0.430
C -0.5242 0.0580 2.0696 -1.458
N -0.1152 0.8262 3.1550 1.636
C -0.9210 1.7897 3.8801 -1.289
C -0.6438 3.1655 3.7768 1.061
C 0.5986 3.6595 3.0408 2.767
C 1.8017 3.6594 3.9758 -1.173
C 0.3868 4.9556 2.2586 -1.585
C -1.5262 4.0699 4.3819 -0.394
C -2.7027 3.6190 4.9770 -1.470
C -2.9531 2.2541 5.0974 -0.277
C -2.0177 1.3259 4.6329 -0.215
C -2.0722 -0.1419 5.0517 2.956
C -3.4699 -0.6031 5.4626 -2.086
C -1.0299 -0.4256 6.1344 -1.600
N 1.2294 0.7772 3.2976 -0.243
N 1.6613 -0.0639 2.3226 1.709
C 3.0828 -0.3081 2.1653 -0.927
C 3.8305 0.5858 1.3901 0.282
C 3.2666 1.9663 1.0596 2.018
C 2.5478 1.9128 -0.2627 -0.671
C 4.2868 3.1033 1.1322 -2.162
C 5.0828 0.1718 0.9335 -0.134
C 5.6229 -1.0293 1.3836 -1.372
C 4.9686 -1.7692 2.3685 -0.980
C 3.7155 -1.3695 2.8278 -0.068
C 3.1007 -2.0521 4.0556 0.412
C 1.7833 -2.7594 3.7408 -0.788
C 2.9610 -1.0652 5.2231 -1.230
C 0.6173 -0.3715 1.4153 1.167
C 0.7409 -0.8884 0.1263 -1.750
C -2.4847 -1.4892 1.9461 0.644
C -1.6234 -2.6859 2.3492 2.197
C -1.2211 -3.5518 1.1497 -1.132
C -2.2587 -3.5803 3.4205 -1.393
C -3.8590 -1.6472 1.8009 -0.820
H -6.1475 -2.5245 0.3765 0.352
H -7.7569 -1.7945 0.5486 0.427
H -6.5214 -1.0021 -0.4548 0.314
H -6.3915 -1.4097 2.5678 0.315
H -6.6241 1.1071 2.6726 0.412
H -6.9832 1.1058 0.9236 0.333
H -8.0559 0.2655 2.0662 0.409
H -4.8107 1.5499 1.1489 0.327
H -1.3052 2.3730 1.5980 -1.003
H -3.5625 3.3683 2.0673 0.427
H -2.4925 4.3484 1.0444 0.277
H -3.8343 3.4433 0.2994 0.458
H -0.7628 1.3486 -0.5242 0.128
H -2.3275 1.8179 -1.2194 0.454
H -1.1138 3.0704 -0.8158 0.520
H 0.8029 2.8884 2.2918 -1.709
H 2.0044 2.6160 4.2463 0.020
H 2.6909 4.0777 3.4898 0.400
H 1.5896 4.2292 4.8903 0.346
H -0.3406 4.7924 1.4486 0.244
H 0.0209 5.7834 2.8843 0.361
H 1.3369 5.2710 1.8017 0.428
H -1.3018 5.1384 4.3648 0.293
H -3.4221 4.3354 5.3739 0.386
H -3.8727 1.9045 5.5762 0.388
H -1.7910 -0.7126 4.1559 -1.151
H -4.1967 -0.3662 4.6754 0.336
H -3.4851 -1.6894 5.6229 0.389
H -3.7844 -0.1099 6.3933 0.508
H -0.0455 -0.0475 5.8298 0.210
H -1.3116 0.0900 7.0649 0.418
H -0.9423 -1.5030 6.3297 0.326
H 2.5091 2.1671 1.8326 -0.906
H 1.7790 1.1346 -0.1971 -0.489
H 2.0495 2.8624 -0.4902 0.548
H 3.2409 1.6381 -1.0728 0.510
H 4.6650 3.2045 2.1567 0.496
H 5.1386 2.9285 0.4651 0.440
H 3.8089 4.0505 0.8495 0.344
H 5.6478 0.8098 0.2534 0.403
H 6.5763 -1.3790 0.9943 0.440
H 5.4290 -2.6618 2.7978 0.428
H 3.8243 -2.8191 4.3651 0.752
H 1.8126 -3.2231 2.7460 0.230
H 1.5661 -3.5367 4.4852 0.581
H 0.9592 -2.0382 3.7685 -0.428
H 3.9428 -0.6653 5.5036 0.441
H 2.3272 -0.2200 4.9272 -0.159
H 2.5190 -1.5587 6.0975 0.426
H 1.6976 -1.3226 -0.1443 0.047
H -0.1918 -1.0284 -0.4044 0.365
H -0.6983 -2.2710 2.7737 -1.271
H -0.7982 -2.9428 0.3444 -0.155
H -0.4636 -4.2911 1.4506 0.426
H -2.0960 -4.0906 0.7556 0.404
H -2.7276 -2.9889 4.2173 0.072
H -3.0121 -4.2482 2.9778 0.411
H -1.4798 -4.2072 3.8798 0.404
H -4.2995 -2.6440 1.8987 0.393
C 1.9237 1.4377 -9.5276 -1.573
C 1.6238 1.1096 -8.0971 0.294
C 2.5415 0.4177 -7.3095 -0.978
C 2.3629 0.2361 -5.9364 0.751
C 3.4568 -0.4947 -5.2121 -1.025
C 1.2302 0.8003 -5.3036 0.242
C 1.1468 1.0386 -3.7851 1.423
C 1.9602 2.3105 -3.4677 -1.177
C 1.5339 -0.1209 -2.8205 1.326
C 0.5651 -1.2098 -2.6706 -0.622
C 0.6309 -2.4069 -3.4548 -0.324
C -0.3243 -2.6038 -4.4988 0.716
C -1.3941 -1.5859 -4.7172 -1.487
C -0.1850 -3.6730 -5.3725 -1.070
C 0.8067 -4.6397 -5.1882 0.781
C 0.8654 -5.8325 -6.0909 -1.492
C 1.7391 -4.4587 -4.1602 -1.081
C 1.6690 -3.3812 -3.2863 1.427
C 2.6768 -3.2839 -2.1816 -1.029
C 0.2479 1.4152 -6.1157 1.071
C -1.0015 2.0326 -5.5375 -1.629
C 0.4402 1.5293 -7.4899 -1.159
H 1.0389 1.8412 -10.0247 0.377
H 2.7224 2.1860 -9.6102 0.317
H 2.2578 0.5564 -10.0847 0.374
H 3.4608 0.0456 -7.7679 0.386
H 3.9892 0.1483 -4.4979 0.211
H 3.0836 -1.3899 -4.6980 -0.045
H 4.2024 -0.8500 -5.9376 0.536
H 0.0930 1.2609 -3.5483 0.299
H 1.8406 3.0611 -4.2609 0.526
H 1.6258 2.7769 -2.5341 0.138
H 3.0323 2.0828 -3.3700 0.297
H 2.5306 -0.5186 -3.0522 0.410
H 1.6096 0.3223 -1.8218 -1.139
H -0.4088 -0.9113 -2.2773 0.391
H -2.1019 -1.9367 -5.4807 0.533
H -1.9592 -1.3648 -3.7976 0.344
H -0.9497 -0.6466 -5.0748 0.107
H -0.8774 -3.7664 -6.2110 0.443
H 1.5774 -6.5720 -5.7119 0.381
H -0.1171 -6.3161 -6.1751 0.384
H 1.1750 -5.5524 -7.1073 0.325
H 2.5404 -5.1912 -4.0337 0.424
H 2.9024 -4.2902 -1.7932 0.574
H 3.6320 -2.8575 -2.5371 0.288
H 2.3038 -2.6811 -1.3474 -0.112
H -1.6020 2.4283 -6.3654 0.444
H -1.6331 1.3066 -5.0076 0.280
H -0.7875 2.8767 -4.8647 0.320
H -0.3278 2.0249 -8.0862 0.306
```

2.
Formula: C4H11N2O
Source: the OMol25 dataset
Level of theory: wB97M-V/def2-TZVPD

Computed properties:
Highest occupied orbital energy (spin up / spin down) in eV: -8.98 / -8.97
Calculated total energy in hartree: -343.65661
Frontier orbital gap (spin up / spin down) in eV: 10.02 / 7.57
Energy above the lowest of the compared OMol25 structures with the same formula, charge and spin in kJ/mol: 110.5
Multiplicity: 2
Charge: 0
⟨S²⟩: 0.754

The geometry in XYZ format:
```
18
Properties=species:S:1:pos:R:3:mulliken_charge:R:1
C -0.1680 -1.1463 0.1861 -0.453
C -1.3917 -0.6169 -0.5761 -0.662
C -1.8599 0.7606 -0.0672 -0.228
O -3.1295 1.1277 -0.3014 -0.382
N 1.0909 -0.6393 -0.2992 -0.347
C 1.9476 -0.0960 0.7105 -0.432
N 3.0416 0.6171 0.0791 -0.640
H -0.2134 -2.2361 0.1538 0.263
H -0.3418 -0.8758 1.2369 0.291
H -2.2071 -1.3014 -0.4768 0.349
H -1.1375 -0.5257 -1.6264 0.323
H -1.1175 1.5177 -0.3609 0.269
H -1.7942 0.7325 1.0354 0.244
H 0.9726 0.0817 -0.9897 0.274
H 2.2898 -0.8832 1.4057 0.311
H 1.4275 0.5863 1.3874 0.337
H 3.4795 0.0130 -0.6123 0.248
H 3.7774 0.7792 0.7575 0.235
```

3.
Formula: C28H13Br4CaCl2N6O4Se
Source: the OMol25 dataset
Level of theory: wB97M-V/def2-TZVPD

Computed properties:
Highest occupied orbital energy in eV: -3.70
Calculated total energy in hartree: -16000.07483
Frontier orbital gap in eV: 4.59
Energy above the lowest of the compared OMol25 structures with the same formula, charge and spin in kJ/mol: 84.5
Multiplicity: 1
Charge: -1

The geometry in XYZ format:
```
59
Properties=species:S:1:pos:R:3:mulliken_charge:R:1
Ca -0.1633 -0.0390 -0.0715 2.551
Cl -5.5479 3.7250 3.8879 -0.264
C -4.1590 3.0226 3.1012 0.290
C -2.8749 3.4132 3.5123 -0.639
C -1.7819 2.8616 2.9089 0.291
Cl -0.1888 3.3203 3.4148 -0.235
C -1.8614 1.8828 1.8491 -0.530
O -0.8255 1.3873 1.3362 -0.174
C -3.2016 1.5372 1.4645 1.361
C -3.4377 0.6095 0.3871 -0.432
O -2.6055 0.0492 -0.3128 -0.300
C -4.3168 2.1070 2.1010 -1.099
H -2.7608 4.1442 4.3006 0.446
H -4.5124 0.4102 0.1898 0.143
H -5.3122 1.8159 1.7856 0.376
Se 1.9676 -3.2603 6.8878 0.213
N 2.7734 -2.1259 5.7896 -0.878
C 1.9785 -1.9568 4.7618 1.128
C 2.2863 -1.0957 3.6396 0.182
C 3.4577 -0.3380 3.5623 -0.630
C 3.6762 0.4424 2.4508 -1.039
C 2.7143 0.4572 1.4393 -0.529
N 1.5973 -0.2400 1.5094 -0.138
C 1.3726 -1.0117 2.5783 -0.430
C 0.1290 -1.7861 2.5953 -0.095
N -0.6670 -1.6928 1.5224 0.269
C -1.7867 -2.3916 1.4854 -0.397
C -2.2059 -3.1983 2.5444 -1.158
C -1.4047 -3.2997 3.6584 -0.639
C -0.1955 -2.6010 3.6910 0.268
C 0.7394 -2.6973 4.7920 1.060
N 0.5478 -3.4543 5.8443 -0.874
H 4.1680 -0.3900 4.3768 0.524
H 4.5761 1.0334 2.3538 0.410
H 2.8543 1.0334 0.5313 0.542
H -2.3586 -2.3127 0.5675 0.635
H -3.1410 -3.7370 2.4807 0.419
H -1.6771 -3.9139 4.5065 0.528
Br 0.4033 -3.6939 -6.0704 -0.223
C 0.8193 -2.5954 -4.5837 0.158
C 2.0046 -1.8804 -4.5376 0.221
Br 3.2524 -2.0158 -5.9568 -0.224
C 2.2749 -1.0630 -3.4324 -0.277
Br 3.8655 -0.0304 -3.3357 -0.210
C 1.4018 -0.9295 -2.3429 0.423
O 1.6291 -0.1783 -1.3225 -0.724
C 0.1598 -1.6842 -2.3923 -0.386
O -0.6818 -1.5541 -1.4147 -0.530
C -0.0799 -2.4854 -3.5144 -0.161
Br -1.7428 -3.4067 -3.5093 -0.221
N -1.4396 1.2721 -2.5694 0.107
C -1.9907 2.2910 -3.2530 -0.271
C -1.4178 3.4455 -2.7666 -0.928
C -0.5321 3.0058 -1.7658 -0.547
N -0.5610 1.6885 -1.6592 0.115
H -1.6621 0.2833 -2.6104 0.169
H -2.7251 2.1374 -4.0249 0.467
H -1.6119 4.4556 -3.0826 0.367
H 0.1173 3.5906 -1.1349 0.522
```